{"formula": "C30H73N7O22", "method": "the ωB97M-V functional and the def2-TZVPD basis", "species": ["C", "N", "C", "C", "C", "C", "O", "H", "H", "H", "H", "H", "H", "H", "H", "H", "H", "H", "H", "H", "H", "C", "N", "C", "C", "C", "C", "O", "H", "H", "H", "H", "H", "H", "H", "H", "H", "H", "H", "H", "H", "H", "C", "C", "O", "N", "H", "H", "C", "H", "H", "H", "H", "H", "H", "C", "C", "O", "N", "H", "H", "C", "H", "H", "H", "H", "H", "H", "C", "C", "O", "N", "H", "H", "C", "H", "H", "H", "H", "H", "H", "C", "C", "O", "N", "H", "H", "C", "H", "H", "H", "H", "H", "H", "C", "C", "O", "N", "H", "H", "C", "H", "H", "H", "H", "H", "H", "O", "C", "O", "O", "H", "O", "C", "O", "O", "H", "O", "C", "O", "O", "H", "O", "C", "O", "O", "H", "O", "C", "O", "O", "H"], "xyz": [[0.298, -5.431, 5.158], [-0.096, -4.261, 6.009], [-0.518, -4.632, 7.388], [1.143, -3.442, 6.104], [-1.221, -3.442, 5.402], [-2.358, -4.293, 4.839], [-3.248, -3.435, 4.255], [-0.581, -6.022, 4.951], [1.001, -6.069, 5.667], [0.605, -4.981, 4.233], [-0.409, -3.695, 7.952], [0.168, -5.377, 7.751], [-1.523, -5.018, 7.332], [0.989, -2.497, 6.614], [1.477, -3.212, 5.095], [1.783, -3.986, 6.698], [-0.853, -2.812, 4.603], [-1.654, -2.811, 6.161], [-2.838, -4.785, 5.684], [-1.980, -5.059, 4.205], [-3.015, -3.213, 3.334], [1.698, -2.134, -7.821], [0.663, -2.599, -6.793], [1.109, -3.965, -6.424], [0.681, -1.738, -5.596], [-0.672, -2.520, -7.461], [-0.907, -3.305, -8.725], [-0.966, -4.655, -8.473], [1.367, -1.263, -8.384], [1.906, -2.899, -8.573], [2.554, -1.933, -7.221], [1.317, -4.587, -7.254], [0.396, -4.403, -5.743], [2.007, -3.901, -5.852], [1.678, -1.911, -5.205], [-0.013, -2.126, -4.869], [0.433, -0.685, -5.829], [-0.841, -1.479, -7.696], [-1.304, -2.732, -6.628], [-0.168, -3.022, -9.477], [-1.869, -2.929, -9.093], [-0.637, -5.181, -9.221], [3.282, 4.623, 2.265], [2.654, 3.725, 1.209], [3.286, 2.764, 0.773], [1.366, 4.063, 0.766], [1.140, 3.566, -0.056], [0.593, 4.254, 2.146], [1.118, 5.517, 0.488], [4.364, 4.568, 2.256], [2.820, 4.215, 3.230], [3.063, 5.690, 2.303], [0.159, 5.910, 0.972], [0.902, 5.706, -0.586], [1.995, 5.950, 0.880], [-0.337, 0.818, 1.584], [-1.749, 0.208, 1.383], [-2.389, -0.015, 2.434], [-2.257, 0.170, 0.160], [-1.597, -0.174, -0.495], [-2.432, -2.619, -2.797], [-3.588, -0.208, -0.256], [-0.294, 1.267, 2.554], [0.036, 1.445, 0.789], [0.335, -0.018, 1.798], [-3.572, -0.597, -1.233], [-4.185, 0.698, -0.306], [-4.051, -0.960, 0.393], [5.244, -0.487, -3.605], [3.837, -1.147, -3.613], [3.393, -1.543, -4.636], [3.101, -1.107, -2.491], [3.594, -0.767, -1.683], [1.378, 2.175, -3.387], [1.850, -1.865, -2.206], [5.371, 0.325, -2.906], [5.593, -0.203, -4.581], [5.951, -1.231, -3.238], [1.035, -1.240, -1.888], [2.227, -2.613, -1.484], [1.693, -2.510, -3.037], [-3.963, 1.170, 5.720], [-2.462, 0.990, 5.940], [-1.887, 0.551, 6.888], [-1.606, 1.485, 4.724], [-1.777, 0.816, 3.987], [-2.092, 2.390, 4.534], [-0.160, 1.716, 5.131], [-4.522, 1.236, 6.648], [-4.216, 0.256, 5.222], [-4.166, 2.112, 5.170], [0.110, 2.696, 4.677], [0.567, 0.981, 4.827], [-0.023, 1.866, 6.246], [-1.427, 5.744, -2.988], [-2.221, 5.333, -1.818], [-2.688, 4.206, -1.706], [-2.632, 6.338, -1.040], [-2.190, 7.250, -1.141], [-2.112, 2.968, -2.509], [-3.561, 6.151, 0.104], [-1.605, 5.176, -3.896], [-0.379, 5.487, -2.844], [-1.591, 6.811, -3.195], [-3.094, 6.403, 1.047], [-3.858, 5.097, 0.044], [-4.434, 6.767, -0.035], [-1.170, 3.979, 1.223], [-1.215, 3.938, 2.545], [-2.183, 3.569, 3.142], [-0.014, 4.240, 3.004], [-1.926, 3.593, 0.804], [0.214, 2.654, -1.472], [-0.272, 2.359, -2.591], [0.528, 2.323, -3.585], [-1.521, 2.230, -2.943], [6.125, 3.440, -5.008], [-0.485, -3.927, -0.764], [-1.586, -3.279, -1.042], [-2.244, -2.656, -0.216], [-1.640, -2.991, -2.432], [-0.323, -4.078, 0.285], [1.284, -3.037, 2.988], [1.147, -3.446, 1.710], [0.137, -4.185, 1.515], [2.077, -3.118, 0.942], [2.102, -2.561, 2.905], [5.332, 3.105, -5.466], [2.641, 0.726, 3.253], [3.053, -0.413, 3.200], [2.224, 1.858, 3.364], [5.175, 3.761, -6.094]], "atomic_forces_ev_per_a": [[-1.32, 0.14, 0.00], [-0.04, 0.70, -0.07], [0.49, 0.54, -0.35], [-1.21, 1.52, -0.92], [0.10, -0.59, -0.58], [0.79, 0.02, 1.22], [-1.14, 0.93, -1.02], [-0.14, -0.27, 0.12], [0.53, 0.23, 0.09], [0.59, -0.23, -0.53], [-0.47, -0.56, 0.21], [0.16, -0.28, 0.31], [-0.25, -0.04, 0.34], [-0.56, 0.11, 0.14], [0.22, -0.35, 0.17], [1.90, -1.23, 0.91], [0.52, -0.04, -0.19], [0.19, 0.26, 0.48], [-0.40, -0.13, -0.09], [0.08, -0.45, -0.90], [0.04, -0.28, 0.50], [-0.42, 0.01, 0.16], [0.82, 0.10, -2.91], [-0.59, -0.03, 1.30], [0.24, 0.16, 0.01], [0.12, 0.09, 0.50], [-0.26, 1.03, -0.07], [0.40, -1.56, -0.06], [-0.15, 0.20, 0.48], [-0.13, -0.13, 0.50], [0.99, 0.32, 0.07], [-0.30, -0.40, -0.91], [-0.51, -0.25, -0.11], [0.83, 0.48, 0.31], [0.03, 0.88, 0.31], [-0.53, -0.21, 0.15], [0.36, -0.64, -0.05], [0.16, 0.41, -0.03], [-1.21, -0.64, 0.12], [0.09, -0.10, -0.05], [-0.06, -0.02, -0.12], [-0.32, 0.34, 0.32], [-1.00, -0.59, 1.61], [2.01, 0.10, -1.12], [-1.47, 0.97, 0.64], [0.87, 1.50, 0.55], [-0.68, -1.39, -0.81], [-0.63, -0.53, 1.00], [-2.06, -0.35, -0.16], [0.01, -0.57, 0.10], [1.06, 0.54, -0.97], [-0.36, -0.13, -0.35], [1.54, -0.62, -0.19], [0.82, -0.29, 0.55], [0.43, 1.56, -0.21], [-0.32, -1.93, -0.26], [0.04, 1.38, 2.49], [0.09, 0.03, -0.58], [0.33, -0.61, -0.72], [0.91, 0.35, -0.70], [-1.02, 0.27, 0.66], [-1.02, 0.45, 1.66], [-0.41, 0.96, 0.26], [0.06, 0.11, -0.19], [0.23, -0.27, -0.70], [0.34, -0.54, -1.11], [-0.32, 0.04, 0.24], [0.16, 0.32, -0.06], [-0.24, -1.15, 1.07], [1.62, 2.63, 1.85], [-1.03, -1.98, -3.50], [-0.10, 0.49, 1.00], [-0.07, -0.03, 0.18], [5.13, -0.62, 1.69], [3.06, -1.01, 0.38], [-0.36, 0.47, 0.15], [-0.36, 0.13, -0.46], [0.04, -0.27, -0.05], [-0.27, 0.01, 0.05], [-1.16, 0.60, 0.50], [-0.80, 0.03, -0.95], [1.27, 0.96, 0.28], [0.15, 0.01, 0.87], [-0.62, 0.24, -0.95], [-0.18, 0.52, 3.79], [-0.20, -0.61, -1.63], [0.85, -0.39, -0.96], [-0.01, 2.03, 0.75], [0.34, -0.23, 0.26], [-0.72, -0.29, -0.80], [0.04, -0.90, -0.17], [-0.04, -0.88, 0.15], [-0.55, -0.49, -0.31], [-0.76, -0.42, -1.29], [1.21, 0.36, -0.80], [-1.43, 0.88, -0.84], [0.02, -1.51, 0.56], [0.02, 0.64, 1.43], [-0.27, -0.48, -0.10], [0.68, -0.66, 0.22], [0.55, -0.60, -1.14], [-0.80, -0.13, 0.08], [0.34, 0.51, 0.37], [0.46, -0.36, -0.03], [0.17, -0.11, 0.17], [-0.01, 0.35, 0.37], [-0.29, 0.24, -0.08], [0.19, 0.61, -0.71], [1.46, -0.35, -1.14], [-0.96, 0.02, 1.39], [-0.18, 0.19, -0.19], [-1.11, -0.41, -0.36], [-1.81, -0.89, -1.12], [0.69, 2.08, 3.69], [-3.95, -0.35, -4.60], [-0.69, 0.56, 0.26], [-0.47, -0.40, -0.16], [-1.76, -0.26, -1.85], [1.94, 2.39, 0.32], [-0.56, -1.12, -1.08], [1.26, -1.46, 1.09], [0.33, 0.07, 0.02], [-0.61, 0.28, 1.40], [0.97, -1.06, -2.19], [-0.03, 0.39, 0.72], [-1.35, -0.10, 0.52], [0.98, 0.68, 0.34], [1.05, -1.30, 2.02], [0.35, -0.23, 0.26], [-1.84, 4.91, 0.16], [1.74, -4.77, -0.49], [-0.60, 1.68, -1.84]], "lowdin_charge": [0.041, -0.345, 0.033, 0.009, -0.084, -0.267, -0.014, 0.099, 0.119, 0.092, 0.121, 0.110, 0.104, 0.116, 0.086, 0.087, 0.128, 0.132, 0.128, 0.107, 0.122, 0.038, -0.342, 0.022, -0.003, -0.111, -0.257, -0.027, 0.116, 0.111, 0.092, 0.096, 0.123, 0.105, 0.043, 0.098, 0.136, 0.137, 0.131, 0.126, 0.136, 0.123, 0.007, -0.494, 0.065, -0.013, 0.062, 0.081, -0.022, 0.094, 0.106, 0.073, 0.106, 0.097, 0.048, 0.042, -0.467, -0.007, 0.039, 0.122, 0.084, -0.060, 0.033, 0.067, 0.089, 0.061, 0.089, 0.094, 0.020, -0.552, 0.024, 0.032, 0.131, 0.074, -0.019, 0.069, 0.074, 0.083, 0.078, 0.089, 0.058, 0.051, -0.343, 0.143, 0.093, 0.090, 0.122, 0.006, 0.100, 0.095, 0.107, 0.084, 0.068, 0.124, 0.022, -0.538, 0.026, 0.040, 0.150, 0.104, -0.020, 0.101, 0.087, 0.101, 0.080, 0.086, 0.085, 0.107, -0.670, 0.109, 0.093, 0.115, 0.034, -0.666, 0.222, 0.123, 0.053, 0.092, -0.583, 0.053, 0.058, 0.024, 0.041, -0.737, 0.020, 0.020, 0.069, -0.043, -0.279, 0.181, 0.130, -0.008], "lumo_ev": -3.43, "e_homo_ev": -12.59, "fmax_ev_per_a": 6.072, "e_tot_ev": -87758.1206, "homo_lumo_gap_ev": 9.2, "charge": 2}